C8H11FN2O | wB97M-V/def2-TZVPD

Element x y z (Å)
1 C 1.059 -3.075 1.060
2 C -0.007 -1.979 0.909
3 C -1.011 -2.074 -0.078
4 C -1.963 -1.085 -0.134
5 N -2.125 -0.107 0.771
6 C -1.166 -0.035 1.658
7 F -1.325 0.859 2.621
8 C -0.123 -0.927 1.793
9 H 0.741 -3.989 1.544
10 H 1.954 -2.647 1.600
11 H 1.393 -3.445 0.001
12 H -0.967 -2.807 -0.818
13 H -2.763 -1.177 -0.839
14 H 0.582 -0.830 2.596
15 H 2.084 1.379 -0.880
16 N 1.060 1.201 -0.818
17 C 0.445 2.197 -1.247
18 C 1.059 3.462 -1.794
19 O -0.886 2.264 -1.378
20 H 0.410 3.724 -2.650
21 H 0.811 4.201 -0.967
22 H 2.145 3.233 -2.159
23 H -1.405 1.659 -0.790

## Properties
Max |F|: 2.5 eV/Å
Relative energy (zero: lowest compared OMol25 entry of this formula, charge and spin): 0.0000 eV
SMILES string: Cc1ccnc(F)c1.[H]/N=C(\C)O
Kohn-Sham gap: 0.3826 Ha
Molecular weight: 170.2 g mol⁻¹
DFT total energy: -596.0450 a.u.